{"formula": "C31H67N2O47PS11Si", "method": "ωB97M-V/def2-TZVPD", "elements": ["S", "S", "S", "S", "S", "S", "S", "S", "S", "S", "S", "P", "Si", "O", "O", "O", "O", "O", "O", "O", "O", "O", "O", "O", "O", "O", "O", "O", "O", "O", "O", "O", "O", "O", "O", "O", "O", "O", "O", "O", "O", "O", "O", "O", "O", "O", "O", "O", "O", "O", "O", "O", "O", "O", "O", "O", "O", "O", "O", "O", "N", "N", "C", "C", "C", "C", "C", "C", "C", "C", "C", "C", "C", "C", "C", "C", "C", "C", "C", "C", "C", "C", "C", "C", "C", "C", "C", "C", "C", "C", "C", "C", "C", "H", "H", "H", "H", "H", "H", "H", "H", "H", "H", "H", "H", "H", "H", "H", "H", "H", "H", "H", "H", "H", "H", "H", "H", "H", "H", "H", "H", "H", "H", "H", "H", "H", "H", "H", "H", "H", "H", "H", "H", "H", "H", "H", "H", "H", "H", "H", "H", "H", "H", "H", "H", "H", "H", "H", "H", "H", "H", "H", "H", "H", "H", "H", "H", "H", "H", "H"], "xyz": [[1.6788, 2.9008, -7.0018], [2.0597, -13.2312, 3.4022], [0.6965, 7.4952, 2.9433], [-0.8908, 5.3378, -5.6629], [-1.9868, 11.0518, -4.2647], [-5.2879, -0.4867, 2.6373], [-4.7525, 7.4642, -2.1348], [4.2609, 9.1017, -6.2438], [0.3200, -15.5782, 8.2371], [0.8947, -7.3269, 3.5513], [6.4796, -8.1172, 4.4456], [-0.5798, 2.6430, 2.2918], [-1.2414, 0.8568, 1.1410], [1.6620, 0.2336, -1.8650], [-1.2607, 12.2646, -5.0440], [0.3662, 3.4343, -7.1385], [-0.8892, 6.7043, -6.0730], [-5.3383, 6.1654, -2.1501], [-4.7719, 0.1286, 1.4650], [0.2113, 6.1566, 3.0078], [2.9117, 9.0061, -5.3608], [-0.5267, 8.4893, 3.2940], [2.3924, -14.4306, 2.7161], [6.8076, -9.3165, 3.7546], [-1.3815, 10.9021, -2.9878], [2.4990, 3.2058, -8.3614], [1.8529, 7.9246, 3.6465], [-4.6555, 7.9937, -3.6626], [-3.3992, 11.1905, -4.4419], [2.0487, -13.5338, 4.9856], [-0.4375, -6.8706, 3.3512], [0.3129, 4.5966, -5.4762], [-0.0366, -15.3469, 6.8719], [0.3410, -14.5431, 9.2115], [-5.8659, 8.5114, -1.6177], [4.8977, -7.8360, 4.2764], [-5.6825, -1.8531, 2.6785], [-4.2601, -0.2215, 3.8559], [-1.8662, 4.5117, -6.6490], [-1.7807, 5.1988, -4.3222], [1.6847, -6.9347, 4.6707], [-1.4234, 4.0409, 1.8275], [-6.5087, 0.4162, 3.1919], [4.1131, 10.1559, -7.1891], [1.7425, -16.3370, 8.2667], [0.4780, -12.9556, 3.2263], [0.9003, -8.9395, 3.4707], [7.1737, -6.8938, 4.2296], [6.4720, -8.4289, 6.0314], [-3.5226, 7.7483, -1.4814], [1.7332, -7.0417, 2.2034], [-1.4753, 9.8532, -5.2157], [1.5940, 1.2945, -7.1609], [2.5165, 3.2016, -5.8936], [5.3751, 9.0118, -5.3642], [-0.5801, -16.7913, 8.8031], [0.8606, 7.9020, 1.3892], [2.7523, -11.9969, 3.1874], [4.1063, 7.6950, -7.0216], [-0.6734, 2.3732, 3.9713], [0.8605, 2.3195, -1.3409], [-0.0848, -0.4389, 1.5778], [2.9510, 1.9774, -8.9372], [-0.3609, 11.7383, -6.0250], [1.4766, 3.5811, -1.8661], [-0.7457, 9.3893, 2.2038], [4.2136, -8.1908, 5.4825], [-2.8152, 3.7805, -5.8686], [1.2287, 1.2764, -2.3015], [1.8510, 4.4701, -0.5960], [1.6283, -17.5199, 9.0623], [2.2676, -8.2704, 1.6971], [-6.0805, 9.5180, -2.6126], [-5.7719, 8.8411, -3.9333], [-1.3391, 1.1602, -0.7375], [0.8008, -13.0983, 5.5381], [1.0272, 1.4838, -3.8414], [5.2293, -7.9904, 6.5895], [-6.2813, 0.7180, 4.5704], [-0.7562, -1.5971, 2.2289], [1.2976, -9.3397, 2.1555], [-0.9550, 10.4025, -6.4281], [-0.2960, 8.6321, 0.9687], [0.2008, -17.9886, 8.8559], [0.2469, -2.1712, 3.3496], [-0.2105, -13.3084, 4.4320], [2.1223, 7.8981, -5.8058], [3.1175, 6.8977, -6.3603], [-0.6043, 2.4621, -1.2317], [1.9334, 0.9378, -8.5031], [-4.7724, 0.8083, 4.7052], [0.7133, -3.6128, 2.9108], [-3.0556, 4.6428, -4.6449], [-0.2175, 9.7339, -6.8671], [-0.1247, -4.2952, 2.6047], [0.7978, 4.1384, -2.5753], [-1.7948, 9.6765, 2.1523], [2.3568, -8.2300, 0.6127], [-0.0526, 9.2938, 0.1394], [0.0892, -18.5109, 7.9024], [-3.4441, 4.0677, -3.8054], [2.0327, 1.7611, -4.2497], [0.8952, -12.0376, 5.7906], [0.4044, -9.3594, 1.5246], [-1.7133, -1.2691, 2.7084], [1.1606, -1.5144, 3.3592], [1.4442, 8.2536, -6.5849], [1.5420, 7.4884, -4.9812], [-7.1042, 9.8867, -2.5669], [-0.2567, -2.1870, 4.3598], [-4.4393, 0.6563, 5.7309], [1.8090, -17.2454, 10.1049], [2.9261, 4.2760, -0.3396], [-0.9488, 0.2194, -1.2314], [4.9874, -8.5603, 7.4849], [2.6596, 6.1967, -7.0558], [1.7496, -10.3305, 2.1750], [-5.3892, 10.3419, -2.4200], [-1.7871, 10.5328, -7.1253], [-0.2733, 12.4226, -6.8674], [1.6925, 5.5595, -0.8348], [0.6186, 11.6118, -5.5570], [-6.6841, -0.1043, 5.1681], [-6.7802, 1.6449, 4.8478], [5.3292, -6.9329, 6.8484], [-1.0130, 2.6947, -2.2722], [0.2896, 2.3018, -4.0675], [1.4037, -3.5191, 2.0216], [-2.5730, 0.3662, 1.5492], [-6.6040, 8.2093, -4.2573], [3.9130, -9.2398, 5.4078], [1.1995, 4.1236, 0.2446], [0.4716, -0.7133, 0.7651], [-2.4122, 1.2332, -1.0847], [-0.9532, -2.4489, 1.5268], [2.3598, -18.2638, 8.7524], [-1.0973, -12.6897, 4.5600], [-4.3983, 1.7687, 4.3409], [-1.0536, 7.9119, 0.6478], [-0.1332, 10.2795, 2.3683], [3.9416, 1.7549, -8.5326], [0.5573, -13.6658, 6.4328], [0.6714, 0.5614, -4.3654], [2.4390, 3.3193, -2.3857], [3.6102, 6.3425, -5.5581], [-0.7541, 4.7705, 1.8916], [-2.3635, 2.8221, -5.5959], [-0.8395, 1.4350, 4.1799], [3.2573, -8.4189, 2.1368], [-3.7384, 5.4670, -4.8667], [3.0145, 2.0662, -10.0207], [-5.5305, 9.5552, -4.7183], [3.3294, -7.5709, 5.6157], [-0.1439, -18.6326, 9.6633], [1.0251, 0.9957, -9.1090], [-0.5073, -14.3576, 4.3611], [-3.7254, 3.6016, -6.4380], [2.3304, -0.0750, -8.5422], [1.2976, -4.0755, 3.7585], [-0.9135, 3.3473, -0.6055]], "lowdin_charge": [0.6431, 0.6363, 0.6359, 0.6448, 0.6273, 0.6105, 0.6171, 0.6237, 0.6477, 0.6225, 0.6240, 0.7392, 0.4842, 0.0885, -0.1843, -0.2565, -0.2212, -0.2246, -0.2532, -0.2334, -0.1922, -0.1842, -0.2129, -0.2225, -0.2154, -0.1846, -0.2069, -0.1994, -0.2338, -0.1765, -0.2171, -0.2864, -0.2354, -0.2024, -0.1848, -0.1961, -0.2179, -0.2082, -0.1938, -0.1825, -0.2390, -0.3798, -0.1877, -0.2296, -0.1776, -0.1923, -0.1876, -0.2207, -0.1909, -0.2191, -0.1831, -0.1908, -0.1879, -0.2233, -0.2172, -0.1808, -0.1909, -0.2395, -0.1850, -0.3646, -0.1041, -0.1662, -0.1640, -0.1551, -0.2152, -0.1643, -0.1766, -0.1534, -0.4514, -0.0645, -0.1634, -0.1490, -0.1607, -0.1756, -0.2553, -0.1777, -0.0039, -0.1637, -0.1708, -0.2878, -0.1671, -0.1637, -0.1612, -0.1641, -0.2315, -0.1575, -0.1756, -0.1559, -0.2611, -0.1635, -0.1667, -0.1405, -0.1657, 0.1204, 0.0629, 0.1101, 0.1364, 0.1392, 0.1382, 0.1356, 0.1399, 0.0742, 0.1379, 0.1367, 0.0719, 0.1013, 0.1118, 0.1321, 0.1369, 0.0981, 0.1363, 0.1357, 0.0794, 0.0798, 0.1354, 0.1317, 0.1009, 0.1297, 0.1363, 0.1388, 0.0707, 0.1359, 0.1328, 0.1359, 0.1347, 0.1056, 0.0672, 0.0843, -0.0335, 0.1334, 0.1379, 0.0366, 0.0688, 0.0840, 0.1086, 0.1390, 0.1397, 0.1361, 0.1316, 0.1334, 0.1354, 0.0769, 0.0957, 0.1252, 0.1407, -0.0081, 0.1349, 0.0268, 0.1270, 0.1258, 0.1367, 0.1261, 0.0975, 0.1379, 0.1337, 0.1298, 0.1387, 0.1380, 0.0691, 0.1074], "orbital_gap_ha": 0.2542, "smiles": "CCCN[Si@H](CCN(CC)C(C)=O)P(O)O.O=S1(=O)OCCO1.O=S1(=O)OCCO1.O=S1(=O)OCCO1.O=S1(=O)OCCO1.O=S1(=O)OCCO1.O=S1(=O)OCCO1.O=S1(=O)OCCO1.O=S1(=O)OCCO1.O=S1(=O)OCCO1.O=S1(=O)OCCO1.O=S1(=O)OCCO1", "homo_ev": -6.8, "e_above_lowest_ev": 0.0000}



{"formula": "C6H11NSi", "method": "ωB97M-V/def2-TZVPD", "elements": ["Si", "N", "C", "C", "C", "C", "C", "C", "H", "H", "H", "H", "H", "H", "H", "H", "H", "H", "H"], "xyz": [[0.8236, -0.0481, 0.1768], [-0.9096, -0.4247, 0.5039], [-2.0755, -0.0837, 0.2634], [-4.4285, 0.4421, -0.1754], [1.4107, 1.6628, -0.3771], [1.6604, -0.5944, 1.7232], [1.4177, -1.2623, -1.1866], [-3.3625, -0.2382, 0.3123], [-5.3843, -0.0842, -0.2903], [1.2293, -0.7432, -2.1701], [1.2563, -0.8643, 2.6985], [0.9172, -2.2689, -1.3294], [2.4477, 0.1310, 1.6722], [1.0460, 2.5520, 0.1255], [2.5156, -1.5623, -1.0309], [1.2551, 1.7383, -1.4740], [-4.3611, 1.3757, -0.6684], [2.0628, -1.4437, 1.3463], [2.4789, 1.7162, -0.1198]], "lowdin_charge": [0.4765, 0.0344, -0.2052, -0.0075, -0.1788, -0.1621, -0.1953, -0.0951, 0.0486, 0.0269, 0.0521, 0.0423, 0.0166, 0.0227, 0.0520, 0.0341, 0.0352, -0.0289, 0.0314], "orbital_gap_ha": 0.3062, "smiles": "C=C=C=N[Si](C)(C)C", "homo_ev": -8.3, "e_above_lowest_ev": 1.8345}



{"formula": "C26H29N7OPdS2", "method": "ωB97M-V/def2-TZVPD", "elements": ["Pd", "S", "S", "O", "N", "N", "N", "N", "N", "N", "N", "C", "C", "C", "C", "C", "C", "C", "C", "C", "C", "C", "C", "C", "C", "C", "C", "C", "C", "C", "C", "C", "C", "C", "C", "C", "C", "H", "H", "H", "H", "H", "H", "H", "H", "H", "H", "H", "H", "H", "H", "H", "H", "H", "H", "H", "H", "H", "H", "H", "H", "H", "H", "H", "H", "H"], "xyz": [[-2.3627, 0.1484, -2.3845], [-3.2746, 2.1795, -2.0007], [1.6889, 2.0361, -1.1776], [-0.7505, -2.0592, 1.5707], [-0.6964, -4.0595, 2.6868], [-2.5618, 1.9063, 0.6276], [-2.2064, 0.5619, 0.5127], [-3.2459, 3.9471, -0.0604], [-0.7446, -4.0266, 0.3951], [-1.4793, -1.7995, -2.4344], [0.2549, 1.8176, -0.6013], [-1.4918, -2.3553, -1.2193], [3.2895, 0.6573, -4.6243], [2.9726, 4.4622, -1.1061], [-0.4971, -2.9079, 6.7422], [-0.1233, -2.0201, 5.7385], [-0.7375, -3.2711, 1.5604], [1.9237, 3.7576, -1.6725], [-0.1836, -2.3548, 4.3953], [0.0404, -3.4856, -3.1582], [-1.0112, -4.5194, 5.0165], [0.8996, 0.5653, -4.8824], [0.0570, -4.0435, -1.8922], [-3.0117, 2.6405, -0.4135], [1.2033, 5.7190, -2.8407], [3.1306, 1.1553, -3.3418], [-0.7195, -3.4655, -0.8988], [-0.9380, -4.1667, 6.3541], [3.1450, 5.8056, -1.4199], [2.1708, 0.3652, -5.3978], [1.0324, 4.3798, -2.5370], [-0.6368, -3.6183, 4.0260], [-0.4357, -2.5084, 8.1916], [-0.7289, -2.3586, -3.3863], [0.7296, 1.0561, -3.5924], [1.8503, 1.3565, -2.8394], [2.2618, 6.4310, -2.2849], [-0.2805, 1.1856, -3.2007], [2.2952, -0.0182, -6.4025], [0.6714, -4.9097, -1.6742], [-3.5915, 4.1151, 0.8722], [0.0222, 0.3433, -5.4778], [-2.0758, 2.4455, 1.3325], [-1.3637, -5.5073, 4.7401], [4.2834, 0.4957, -5.0211], [-1.2337, -4.8873, 7.1074], [-0.7485, -1.8786, -4.3544], [0.1141, -1.6460, 3.6400], [-2.4159, 0.0889, 1.3814], [-0.4055, -4.9716, 0.4623], [0.6328, -3.9059, -3.9587], [-0.4787, 2.0530, -1.2740], [-1.2107, -1.7774, 8.4304], [2.3933, 7.4776, -2.5275], [-0.9219, -5.0328, 2.5694], [0.2105, 3.8190, -2.9681], [0.5129, 6.2107, -3.5136], [3.9650, 6.3610, -0.9837], [0.5263, -2.0559, 8.4357], [-3.6850, 4.4923, -0.7838], [3.9968, 1.3908, -2.7337], [0.2330, -1.0329, 6.0105], [-1.2099, 0.5003, 0.3010], [-2.1185, -1.8777, -0.4822], [-0.5787, -3.3694, 8.8436], [3.6487, 3.9639, -0.4217]], "lowdin_charge": [0.0704, 0.5727, 0.9843, 0.0744, 0.1291, -0.0936, 0.0041, 0.0538, 0.1254, -0.0501, -0.3538, -0.0736, -0.0853, -0.0950, -0.2873, -0.0393, -0.4983, -0.3832, -0.0084, -0.0549, -0.0314, -0.0851, -0.0138, -0.8705, -0.0719, -0.0925, -0.2111, -0.0505, -0.0845, -0.0849, -0.0679, -0.2269, -0.0560, -0.1381, -0.1020, -0.3881, -0.0855, 0.0350, 0.1009, 0.1135, 0.0943, 0.1039, 0.1398, 0.1087, 0.1019, 0.1097, 0.0964, 0.1030, 0.0786, 0.1369, 0.1054, -0.0685, 0.0812, 0.1020, 0.1362, 0.1114, 0.1060, 0.1028, 0.0783, 0.0716, 0.1075, 0.1153, 0.0306, 0.0928, 0.0721, 0.1023], "orbital_gap_ha": 0.2256, "homo_ev": -5.6, "e_above_lowest_ev": 0.0000}



{"formula": "C8H21N3", "method": "ωB97M-V/def2-TZVPD", "elements": ["N", "N", "N", "C", "C", "C", "C", "C", "C", "C", "C", "H", "H", "H", "H", "H", "H", "H", "H", "H", "H", "H", "H", "H", "H", "H", "H", "H", "H", "H", "H", "H"], "xyz": [[3.1658, -2.2332, -0.8866], [3.3120, -0.0771, -1.5730], [2.5585, -1.2256, -1.6069], [-2.2095, 0.1737, 1.6363], [-1.3723, -1.2262, -0.9011], [1.4842, 0.7531, 0.6913], [-0.6881, 0.0549, -0.4827], [0.5544, -0.3146, 0.2184], [-1.7491, 0.8768, 0.2782], [-0.2369, 0.8849, -1.6900], [-2.7905, 0.9524, 2.8654], [-2.5706, 1.0999, -0.5126], [0.2981, 0.2840, -2.2911], [-3.5956, 1.7601, 2.6285], [-1.0533, 1.1879, -2.3724], [-0.8942, -1.5983, -1.7777], [-2.8410, -0.6959, 1.4278], [2.0194, 0.2962, 1.5095], [-1.3482, 1.9291, 0.4651], [-2.0404, 1.5930, 3.2400], [3.0212, -2.0965, 0.1011], [2.8410, -3.1426, -1.1975], [-2.3402, -1.0146, -1.2228], [1.1654, 1.7477, 0.9775], [-1.3413, -0.3805, 2.0248], [-1.3321, -2.1312, -0.0289], [3.2234, 0.5836, -2.2911], [1.2174, -1.0078, -0.2792], [2.2574, 0.9406, -0.0644], [-3.1051, 0.2676, 3.6470], [4.1586, 0.0038, -0.9812], [0.2316, 1.7549, -1.5518]], "lowdin_charge": [-0.0229, -0.0156, -0.1635, -0.2276, -0.0630, -0.1149, -0.6053, -0.1021, -0.1488, -0.0420, -0.1132, 0.1341, 0.0327, 0.0965, 0.1055, 0.0627, 0.0883, 0.0669, 0.1212, 0.0320, 0.0638, 0.0787, 0.0504, 0.0724, 0.0940, 0.1617, 0.0683, 0.0378, 0.0392, 0.0588, 0.1112, 0.0427], "orbital_gap_ha": [0.3055, 0.2982], "homo_ev": [-7.4, -7.4], "e_above_lowest_ev": 3.3603}



Number 1: energy -9877.79274 Eh. Number 2: energy -579.38155 Eh. Number 3: energy -2390.91925 Eh. Number 4: energy -481.44147 Eh.